[1]
The following is a DFT calculation (the ωB97M-V functional and the def2-TZVPD basis) of C4H5FOS in the gas phase at a distorted geometry.

```
12
Properties=species:S:1:pos:R:3:forces:R:3:nbo_charge:R:1
H -1.884 -1.094 0.066 0.19 -0.22 0.44 0.206
F 2.292 -0.943 -0.265 -0.39 0.65 0.30 -0.328
H -1.357 0.518 0.582 -0.18 0.10 0.11 0.171
H 0.265 -1.183 -1.424 -0.30 -0.32 -0.16 0.233
O -2.085 0.222 -1.369 0.81 0.33 0.27 -0.702
C 1.331 0.641 1.255 -0.57 -0.46 0.13 -0.369
H 0.382 1.137 1.536 0.65 -0.09 -0.13 0.208
C 1.159 -0.293 0.138 1.38 0.02 0.26 0.323
H -1.555 0.903 -1.804 -0.27 -0.03 -0.06 0.463
C -1.323 -0.211 -0.224 -0.73 0.15 -0.76 -0.106
S 2.701 0.871 2.068 -0.22 0.11 -0.15 0.126
C 0.074 -0.569 -0.558 -0.38 -0.25 -0.26 -0.226
```
Forces are in eV/Å.

Output
Net charge: 0
ΔE to the lowest compared entry with this formula, charge and spin (kJ/mol): 104.40
LUMO (eV): -1.164
SMILES string: OC/C=C(/F)C=S
Total energy (Eh): -728.6473
HOMO (eV): -9.16



[2]
The following is a DFT calculation (the ωB97M-V functional and the def2-TZVPD basis) of a molecular structure, C39H45AsBrIrN5O2S2Si at a distorted geometry.

```
97
Properties=species:S:1:pos:R:3:forces:R:3:lowdin_spin:R:1
C 2.065 -27.305 2.820 0.66 0.02 0.30 0.006
H 1.106 -29.129 3.585 -0.39 0.59 0.02 0.000
H 3.313 -26.696 5.690 -0.21 -0.23 -0.53 0.000
C 10.009 -21.658 11.686 0.97 -0.92 0.89 0.000
C -0.613 -23.132 2.850 1.60 -0.98 -1.66 0.009
Ir 2.077 -22.908 5.590 0.15 0.21 0.12 2.407
S 1.438 -26.361 4.213 -1.05 -1.18 0.11 0.012
N 6.103 -21.575 10.328 2.30 -2.05 -3.09 0.008
C -2.668 -24.272 5.804 -0.77 -0.74 -0.96 0.002
C 4.155 -19.457 7.338 0.35 0.26 2.59 0.000
C 3.467 -25.464 8.985 0.09 2.89 -2.54 0.072
H 4.649 -18.595 6.826 -0.50 -1.12 0.33 0.000
H 0.214 -26.517 8.727 -0.06 -0.31 0.73 0.012
C -3.204 -25.462 6.281 -0.34 -0.28 0.46 0.001
H 3.927 -28.645 4.356 -0.28 0.30 0.67 0.000
C 2.541 -21.275 8.782 -0.83 -0.19 -0.91 0.006
H -1.160 -23.483 11.481 0.56 -1.80 0.74 0.000
H -0.077 -23.906 3.433 -0.58 0.23 -0.34 0.006
H -2.805 -24.023 4.762 0.04 0.00 -0.14 0.000
H -3.564 -26.603 8.090 0.10 0.02 -0.15 0.000
C 1.592 -22.119 9.533 1.76 0.99 -0.68 0.000
H 3.291 -22.229 12.455 0.12 0.03 -0.45 0.000
H 2.624 -22.383 0.391 -0.87 -0.87 0.51 0.000
H 1.362 -23.684 0.276 -0.33 -0.48 -0.60 0.001
H -1.278 -22.577 3.449 -0.43 1.03 0.77 0.000
H 5.406 -19.490 9.174 -0.07 0.10 -0.58 0.000
O 1.924 -24.957 4.086 0.79 1.39 0.05 0.084
C 2.302 -25.963 9.376 0.46 -3.84 3.38 0.230
H 2.621 -19.807 5.893 -0.15 0.38 -0.64 0.001
H 6.664 -24.952 9.808 -0.17 0.25 -0.19 -0.004
H 10.321 -23.524 10.401 -0.84 1.73 0.61 0.000
H -1.670 -22.438 6.242 -0.26 -0.38 0.04 0.002
C 1.101 -25.919 8.675 0.24 1.75 -2.22 0.280
C 2.093 -28.689 3.426 -0.55 -1.71 -1.68 0.002
C -3.093 -25.725 7.657 -0.48 -0.10 -0.82 0.001
C 3.078 -21.988 11.410 0.33 -0.38 0.25 0.000
C -1.478 -22.627 10.992 -0.27 3.25 -1.01 0.000
C -2.077 -23.382 6.637 1.45 1.26 1.69 0.004
H 1.163 -19.951 1.035 0.07 0.49 -0.29 0.000
H 1.474 -27.325 1.916 -0.55 0.54 0.01 0.000
N 2.238 -20.890 7.455 -3.10 -4.27 3.86 0.068
H -3.790 -26.100 5.589 0.61 0.27 0.70 0.000
C -1.924 -23.617 8.035 -0.57 -0.01 -0.83 0.001
H 3.059 -26.868 2.568 -0.42 -0.51 0.30 0.000
Br 11.795 -21.851 12.452 -0.81 0.33 -0.46 0.000
C 7.803 -20.710 11.705 3.21 1.12 1.61 0.000
H 0.267 -25.182 7.038 -0.87 1.06 -1.43 0.005
C 2.930 -20.049 6.889 3.51 3.39 -3.11 0.017
C 0.292 -20.581 1.111 -0.10 -0.48 0.22 0.004
C 7.449 -21.665 10.735 -0.99 3.60 3.15 0.000
C 4.546 -23.837 7.399 -2.21 -0.27 -1.79 0.271
H 1.239 -23.055 11.492 0.30 0.56 -1.02 0.000
H -2.406 -20.321 8.838 -1.59 0.59 -0.15 0.000
H 7.910 -23.286 9.635 0.11 -0.76 -0.50 0.000
H -0.941 -21.756 11.440 0.26 -0.63 -0.14 0.000
C 1.951 -23.107 0.950 2.94 -0.27 -0.10 0.006
H 5.032 -22.211 6.335 0.25 0.62 -0.28 0.005
C 3.747 -20.848 9.339 -0.42 -0.28 0.06 0.004
C 4.693 -25.603 9.674 -0.71 -0.61 0.95 0.286
H 2.639 -23.751 1.585 -1.04 0.64 -0.81 0.001
H 2.774 -29.489 5.314 -0.49 -1.77 1.13 0.000
C 2.448 -27.332 5.410 1.49 0.49 -0.53 0.001
C -1.377 -20.512 8.806 1.21 -1.18 0.40 0.000
H -2.546 -25.093 9.614 0.39 0.72 -1.42 0.000
C 3.443 -24.529 7.841 -1.20 -0.32 0.12 0.040
C 5.726 -24.822 9.267 2.39 0.61 -1.29 0.034
H 2.482 -29.373 2.662 0.34 0.04 0.27 0.001
H 4.776 -23.527 5.382 0.51 -0.48 -0.72 0.009
C 9.136 -20.699 12.269 -1.94 -2.68 -4.18 0.000
C 9.657 -22.656 10.730 -0.43 0.31 1.11 0.000
H -0.901 -19.963 9.638 0.01 -0.09 -0.58 0.000
S 2.178 -21.454 3.720 0.08 -0.15 0.51 0.145
O 0.541 -22.570 8.877 -1.13 -0.58 -0.59 0.008
H 7.246 -19.832 12.080 -0.45 -1.04 -0.71 0.000
H 9.421 -19.915 12.889 0.70 0.87 1.20 0.000
C 2.870 -28.678 4.682 1.29 2.93 -0.15 0.000
C 4.014 -21.369 10.649 0.41 1.53 -0.08 0.002
As 0.899 -22.095 2.080 -1.65 0.07 2.57 0.024
C 4.551 -19.873 8.617 -0.63 -0.26 -0.69 0.007
H 0.006 -21.018 0.162 -0.13 0.36 -0.41 0.000
H -1.190 -23.542 1.998 0.38 -0.08 0.47 0.000
H -0.949 -20.296 7.833 0.06 0.48 -0.06 0.000
N 2.203 -24.348 7.189 0.95 0.37 -0.42 0.305
H -2.470 -22.327 11.350 -0.27 -0.57 -0.52 0.000
H 6.683 -23.591 7.829 0.08 0.35 -0.37 0.015
N 4.462 -23.023 6.181 -1.12 -0.50 2.09 0.136
H 4.707 -26.268 10.557 0.31 0.51 -0.60 0.010
C 1.893 -22.445 10.827 -0.88 -0.31 0.95 0.003
C 1.158 -25.068 7.587 -0.79 -1.39 0.87 0.098
C -2.489 -24.811 8.513 0.08 -0.21 1.36 0.001
C 5.742 -24.034 8.088 1.85 -1.12 3.27 0.335
H 2.460 -26.739 10.154 -0.66 0.67 -0.09 0.005
H -0.549 -20.099 1.601 0.12 0.06 -0.01 0.000
Si -1.117 -22.330 9.136 -0.05 -0.37 1.48 0.001
C 8.311 -22.610 10.350 1.57 -1.23 -1.55 0.000
H 1.903 -27.347 6.341 -0.53 -0.73 0.07 0.002
N 5.329 -21.260 11.185 -2.33 0.46 2.08 0.002
```
Forces are in eV/Å.

Output
Net charge: +2
ΔE to the lowest compared entry with this formula, charge and spin (kJ/mol): 334.27
LUMO (alpha / beta) (eV): -4.408 / -8.607
Total energy (Eh): -7936.6549
2S+1: 6
HOMO (alpha / beta) (eV): -10.99 / -12.20



[3]
The following is a DFT calculation (the ωB97M-V functional and the def2-TZVPD basis) of C9H14N2 in the gas phase at a distorted geometry.

```
25
Properties=species:S:1:pos:R:3:forces:R:3:nbo_charge:R:1
C 0.979 1.089 -1.614 0.56 0.32 4.37 -0.598
H 0.906 2.203 1.092 -2.51 2.00 0.98 0.219
C 0.960 0.435 -0.113 2.71 0.06 -1.89 -0.215
C -0.152 -2.554 -0.063 0.80 2.00 0.69 -0.607
N -1.109 1.030 1.127 2.25 -1.72 -0.31 -0.372
H -0.279 -3.326 0.609 -0.99 -1.68 1.46 0.218
H 1.959 1.328 -1.952 1.01 0.17 0.06 0.204
C -0.947 -1.333 0.285 -0.70 -0.99 1.46 -0.232
H 0.462 2.014 -1.381 -0.73 0.07 -1.15 0.212
C -3.184 0.536 0.117 -0.37 0.27 0.31 -0.018
C -0.456 0.031 0.261 0.24 2.23 0.97 0.123
H -3.024 1.680 1.797 1.28 0.13 0.57 0.186
C 1.512 1.416 0.900 1.22 -1.68 -0.37 -0.598
H -1.027 -0.822 -1.809 0.18 -0.10 -0.56 0.199
H 1.836 -0.350 -0.132 -2.36 0.51 0.02 0.207
H 0.889 -2.400 0.039 1.35 0.42 -0.67 0.214
H -4.174 1.016 0.097 0.18 -0.62 -0.36 0.185
N -2.667 -0.005 -0.915 -3.71 1.35 -0.91 -0.353
H -1.497 -1.613 1.212 -0.71 1.00 -1.01 0.231
H 2.342 1.963 0.526 1.51 -0.25 -0.49 0.203
H -0.470 -2.831 -0.997 -0.12 -1.16 -2.43 0.212
H 1.756 0.867 1.806 0.10 0.34 0.26 0.207
H 0.616 0.338 -2.215 -1.48 -0.86 -1.82 0.200
C -2.365 1.021 1.206 -2.30 0.10 -0.93 0.015
C -1.482 -0.527 -0.890 2.59 -1.91 1.73 -0.041
```
Forces are in eV/Å.

Output
Net charge: 0
ΔE to the lowest compared entry with this formula, charge and spin (kJ/mol): 353.42
LUMO (eV): 0.646
SMILES string: CC(C)[C@@]12N=CC=N[C@@H]1[C@H]2C
Total energy (Eh): -460.7179
HOMO (eV): -8.71



> Which formula does entry 2 have?

C39H45AsBrIrN5O2S2Si



> Among the records above, which one has the highest net charge?

C39H45AsBrIrN5O2S2Si